# 1
28
Properties=species:S:1:pos:R:3:forces:R:3 method="wB97M-V/def2-TZVPD" e_lumo_ev=-3.19 homo_ha=-0.3643 total_charge=+1 relative_energy_kj_mol=481.1 orbital_gap_ev=6.72 largest_force_ev_per_a=4.53
C 0.787875 -0.277311 2.441990 0.4 0.6 0.4
C 0.434555 1.364581 0.759405 2.2 1.7 1.4
C 0.208173 0.774687 -1.590299 -0.7 -2.9 1.3
C -0.897710 -1.289068 -2.015868 1.7 1.6 -1.8
C -0.909353 -0.489883 0.230379 0.1 0.2 -1.5
C 1.587997 -1.258510 1.619690 -4.2 0.0 -1.7
C 0.513551 2.878048 0.580326 -1.2 -0.9 3.9
N 0.330194 -0.545610 -2.121730 2.3 0.0 0.3
N 0.001712 0.468050 -0.122546 -3.5 -0.7 0.1
N -1.274967 -1.503943 -0.633184 0.0 -0.1 -1.3
O 0.635267 -0.480198 3.734152 0.4 -1.1 0.3
O 0.579158 0.942125 2.063835 -0.3 -0.6 0.3
O -1.813860 -0.474394 -2.672121 -0.7 0.1 -0.1
O -1.376843 -0.569032 1.483282 0.3 0.4 0.4
H 1.088601 1.317825 -1.544952 1.8 0.9 -0.7
H -0.597742 1.211619 -2.125622 -1.0 1.3 0.5
H -0.689843 -2.116292 -2.669838 -0.4 -1.4 0.7
H 0.938334 -1.984297 0.880512 1.1 2.2 1.6
H 1.969892 -1.991518 2.258715 1.6 -0.6 1.0
H 2.111826 -0.586733 0.949530 1.1 -0.4 -0.1
H 1.386357 3.443375 1.027369 -0.9 -1.1 -0.5
H -0.461061 3.268576 1.019798 1.2 0.1 -0.3
H 0.438307 3.052325 -0.409063 0.0 0.9 -3.4
H 0.887162 -0.525626 -2.975785 -0.8 -0.7 0.1
H -1.213792 -2.463910 -0.337424 0.2 -0.2 0.3
H 0.090952 0.118496 4.271033 0.2 0.3 -0.7
H -2.652285 -0.738369 -2.334012 -1.5 0.0 0.0
H -2.108178 -1.208512 1.640701 0.7 0.4 -0.7



# 2
29
Properties=species:S:1:pos:R:3:forces:R:3 method="wB97M-V/def2-TZVPD" e_lumo_ev=3.33 homo_ha=-0.1505 total_charge=-1 relative_energy_kj_mol=52.0 orbital_gap_ev=7.43 largest_force_ev_per_a=5.00
C 3.290356 -0.542392 0.413069 -1.4 0.4 -0.4
C 0.527964 2.215369 -0.161471 -2.2 -0.7 -0.2
C -0.706213 -2.227103 0.099285 -1.5 2.9 -1.4
C -3.234460 0.995907 1.034207 0.0 -0.8 2.0
C 2.653371 -0.252997 1.568969 0.7 -0.4 -0.6
C -1.334225 -1.677061 -1.204281 0.9 0.4 -0.9
C -0.437232 1.252747 -1.031959 0.7 0.6 0.8
N -0.308189 1.082021 -2.259989 2.7 1.1 -4.1
N -1.446909 0.584573 -0.455869 -1.2 0.1 2.8
N -1.787238 0.776120 0.920736 0.4 0.2 1.4
O 3.903277 -1.735608 0.146647 0.0 -0.3 1.2
O 1.690913 2.233601 -0.543283 1.6 0.1 -0.5
O 3.268798 0.159446 -0.721827 0.1 1.0 0.2
O -0.013656 2.868571 0.735902 -0.1 0.3 0.5
O -2.147068 -0.512264 -0.950701 0.3 0.2 -0.6
H -1.537673 -2.508157 0.681905 -0.9 -0.4 1.1
H -0.123258 -3.034987 -0.090825 1.9 -2.5 -0.6
H -0.148553 -1.465299 0.615716 0.3 0.3 0.1
H -3.529698 1.864079 0.563612 -0.6 2.5 -1.1
H -3.896899 0.262983 0.545510 0.8 -0.4 0.5
H -3.522010 1.124248 2.138425 0.5 -0.5 -1.5
H 2.128162 0.688933 1.740569 0.2 -0.5 -0.2
H 2.685839 -1.041356 2.304942 0.0 0.2 0.3
H -1.983227 -2.408552 -1.679017 -0.8 -0.1 0.6
H -0.717584 -1.453989 -2.121106 0.4 0.1 1.5
H 2.699464 0.997992 -0.642515 0.1 -0.5 0.0
H 0.538287 1.641927 -2.672721 -1.9 -1.4 1.4
H -1.223303 1.627747 1.341995 -1.3 -1.9 -1.8
H 4.710968 -1.516489 -0.315911 0.2 0.0 -0.4